# 1
Here is 3 unconnected molecules or ions with the total composition C18H43BIS from the Open Molecules 2025 dataset. Energies are from wB97M-V/def2-TZVPD.

The geometry in ORCA input format:
```
! wB97M-V def2-TZVPD RIJCOSX def2/J DEFGRID3
* xyz -1 1
C 0.172 -6.158 -3.842
C 0.563 -5.314 -2.643
I -0.618 -5.997 -0.927
C 0.449 -3.807 -2.859
B 1.870 -3.042 -2.560
C 1.735 -1.416 -2.744
C 2.565 -0.603 -1.740
C 1.822 -0.515 -0.418
S 2.755 0.264 0.942
H -0.872 -5.992 -4.112
H 0.792 -5.841 -4.688
H 0.327 -7.226 -3.680
H 1.566 -5.574 -2.308
H 0.125 -3.658 -3.901
H -0.350 -3.381 -2.242
H 2.209 -3.302 -1.393
H 2.736 -3.505 -3.318
H 2.000 -1.096 -3.760
H 0.678 -1.120 -2.623
H 2.795 0.410 -2.094
H 3.523 -1.106 -1.559
H 1.495 -1.510 -0.114
H 0.937 0.115 -0.532
H 3.927 -0.326 0.665
C 0.717 4.416 6.563
C 1.195 5.085 5.279
C 0.721 4.378 4.010
C 1.186 2.927 3.873
C 2.700 2.728 3.937
C 3.451 3.473 2.840
H 1.103 3.400 6.651
H 1.042 4.970 7.445
H -0.374 4.357 6.588
H 2.288 5.141 5.283
H 0.841 6.120 5.257
H 1.056 4.951 3.141
H -0.373 4.398 3.980
H 0.826 2.534 2.917
H 0.712 2.314 4.645
H 2.904 1.659 3.841
H 3.079 3.027 4.920
H 3.084 3.167 1.859
H 4.519 3.251 2.872
H 3.338 4.556 2.927
C -5.274 -1.564 -2.637
C -4.911 -0.185 -2.097
C -3.639 0.394 -2.714
C -2.380 -0.447 -2.493
C -2.055 -0.742 -1.031
C -1.813 0.508 -0.192
H -4.498 -2.297 -2.416
H -6.206 -1.929 -2.202
H -5.399 -1.535 -3.723
H -4.800 -0.239 -1.010
H -5.739 0.507 -2.282
H -3.481 1.401 -2.317
H -3.792 0.516 -3.792
H -1.527 0.070 -2.943
H -2.466 -1.394 -3.033
H -1.160 -1.369 -1.005
H -2.852 -1.340 -0.578
H -1.013 1.113 -0.624
H -1.511 0.240 0.822
H -2.700 1.141 -0.113
*
```

Calculated values
Largest force on an atom: 0.14 eV/A
DFT total energy: -38977.6549 eV

natural (NBO) population analysis, charges in e, atoms 1 to 2:
1. C -0.642
2. C -0.187

# 2
Here is 5 unconnected molecules or ions with the total composition C18H43ClNO9S2 from the Open Molecules 2025 dataset. Energies are from wB97M-V/def2-TZVPD.

The geometry in ORCA input format:
```
! wB97M-V def2-TZVPD RIJCOSX def2/J DEFGRID3
* xyz -1 1
O -0.146 -3.805 -4.859
C -0.790 -2.925 -5.670
C -0.933 -1.370 -5.078
S -2.297 -1.258 -3.746
O -2.434 -2.597 -2.963
O -1.753 -0.186 -2.722
N -3.799 -0.614 -4.361
S -4.955 -1.864 -4.744
O -5.415 -2.726 -3.542
O -4.552 -2.794 -5.917
Cl -6.699 -0.843 -5.416
H -1.223 -3.260 -6.713
H -1.176 -0.586 -5.934
H 0.093 -1.047 -4.569
C -1.292 -0.376 0.569
C -0.098 0.289 -0.092
O 0.287 1.512 0.528
C 0.690 1.435 1.893
C 1.903 0.550 2.118
H -2.136 0.318 0.633
H -1.603 -1.258 -0.001
H -1.060 -0.703 1.586
H -0.362 0.535 -1.126
H 0.756 -0.395 -0.146
H -0.151 1.120 2.519
H 0.940 2.456 2.202
H 1.686 -0.496 1.886
H 2.226 0.601 3.162
H 2.733 0.861 1.476
C 8.609 2.118 0.726
C 7.176 2.026 0.233
O 6.347 1.200 1.044
C 6.183 1.598 2.403
C 5.546 2.967 2.560
H 9.042 1.120 0.846
H 9.221 2.686 0.019
H 8.670 2.620 1.696
H 7.177 1.579 -0.766
H 6.731 3.022 0.126
H 7.141 1.545 2.931
H 5.531 0.852 2.870
H 6.190 3.759 2.168
H 5.357 3.183 3.616
H 4.598 3.017 2.015
C -0.546 -6.950 1.518
C -0.996 -5.572 1.971
O -0.755 -4.549 1.009
C -1.408 -4.691 -0.250
C -2.923 -4.704 -0.148
H 0.505 -6.932 1.213
H -0.667 -7.677 2.326
H -1.128 -7.303 0.662
H -0.429 -5.295 2.866
H -2.052 -5.577 2.263
H -1.039 -5.582 -0.770
H -1.105 -3.831 -0.857
H -3.283 -5.582 0.394
H -3.373 -4.719 -1.145
H -3.282 -3.819 0.388
C -1.707 3.908 0.287
C -2.598 3.592 1.475
O -3.000 4.745 2.208
C -3.761 5.719 1.497
C -5.080 5.186 0.964
H -0.841 4.499 0.600
H -1.353 2.984 -0.182
H -2.239 4.485 -0.474
H -2.040 2.959 2.173
H -3.476 3.013 1.167
H -3.160 6.159 0.695
H -3.971 6.527 2.206
H -4.924 4.418 0.201
H -5.664 5.993 0.513
H -5.667 4.732 1.769
*
```

Calculated values
Largest force on an atom: 8.75 eV/A
Relative energy (zero: lowest compared OMol25 entry of this formula, charge and spin): 102.0 kcal/mol

Mulliken population analysis, charges in e, atoms 1 to 2:
1. O -0.463
2. C 0.101

# 3
Here is a molecular structure, C18H44Al2BrCaClCsF5NNaO6S from the Open Molecules 2025 dataset. Energies are from wB97M-V/def2-TZVPD.

The geometry in ORCA input format:
```
! wB97M-V def2-TZVPD RIJCOSX def2/J DEFGRID3
* xyz 0 1
C -0.225 2.145 2.172
C 1.044 1.762 1.402
C 1.448 0.269 1.616
C 2.806 0.034 0.844
Al 0.092 -1.052 0.768
C -0.890 -1.918 2.297
C 1.213 -2.510 -0.134
C -1.081 -0.026 -0.547
C -2.192 -0.895 -1.136
C -3.349 -1.180 -0.170
C -4.244 0.034 0.094
S -4.740 -0.104 1.815
O -3.630 0.337 2.590
O -5.112 -1.448 2.105
O -5.980 0.875 2.063
H -1.041 2.403 1.510
H -0.011 3.045 2.743
H -0.523 1.393 2.892
H 0.934 1.981 0.337
H 1.869 2.399 1.750
H 1.568 0.073 2.681
H 3.232 -0.988 1.058
H 2.701 0.127 -0.306
H 3.491 0.880 1.181
H -0.140 -2.474 2.868
H -1.336 -1.228 3.006
H -1.610 -2.674 1.971
H 1.995 -2.139 -0.800
H 0.602 -3.272 -0.615
H 1.729 -3.018 0.684
H -1.510 0.920 -0.187
H -0.430 0.275 -1.384
H -1.810 -1.828 -1.578
H -2.631 -0.353 -1.981
H -2.993 -1.530 0.797
H -4.019 -1.967 -0.551
H -3.681 0.949 -0.022
H -5.104 0.037 -0.568
H -5.866 1.607 1.432
Ca 4.880 1.269 1.821
F -2.412 2.489 -0.410
Cs 3.670 0.701 -1.311
Cl -2.175 3.632 -1.823
Na -3.108 -3.743 -1.056
F 7.367 -0.468 6.612
Al 6.698 1.097 6.679
F 5.456 1.168 7.827
F 6.046 1.442 5.126
F 7.904 2.236 7.026
O 7.418 -2.808 0.332
C 7.991 -2.519 1.344
O 7.909 -1.288 1.897
C 8.786 -1.200 3.051
C 8.997 -2.639 3.492
C 8.915 -3.396 2.164
H 9.714 -0.716 2.741
H 8.313 -0.595 3.822
H 9.927 -2.788 4.033
H 8.179 -2.949 4.142
H 9.882 -3.450 1.662
H 8.496 -4.391 2.281
N -1.809 2.526 -5.235
H -2.706 2.979 -5.469
H -1.881 2.140 -4.287
H -1.630 1.774 -5.903
H -1.051 3.207 -5.266
C -5.190 -0.591 -4.139
C -4.488 0.727 -3.877
O -4.771 1.746 -4.833
C -6.137 2.128 -4.945
C -6.727 2.670 -3.656
H -4.944 -1.028 -5.167
H -4.878 -1.330 -3.405
H -6.274 -0.491 -4.074
H -3.408 0.553 -3.929
H -4.691 1.105 -2.862
H -6.729 1.294 -5.329
H -6.166 2.905 -5.708
H -6.737 1.919 -2.865
H -7.755 2.990 -3.822
H -6.150 3.523 -3.296
Br -5.423 -2.729 -6.201
*
```

Calculated values
Largest force on an atom: 16.42 eV/A
DFT total energy: -176732.1640 eV

Mulliken population analysis, charges in e, atoms 1 to 2:
1. C -1.087
2. C -0.332